C20H15AlBrIN5 | ωB97M-V with the def2-TZVPD basis set

The geometry in XYZ format:
```
43
Properties=species:S:1:pos:R:3:mulliken_charge:R:1
Al 0.46 0.33 0.29 0.1816
N 4.32 -0.57 -0.99 0.0764
C 3.33 0.11 -0.49 -0.1226
N 2.06 -0.31 -0.52 -0.1495
C 1.76 -1.54 -1.17 0.5704
N 0.52 -1.90 -1.34 -1.0064
N -0.31 -0.93 -0.85 0.6524
C -1.47 -0.65 -1.30 -0.3129
C -1.99 0.65 -0.83 0.7601
C -3.23 1.14 -1.16 -0.7925
C -3.58 2.43 -0.76 -0.3157
C -2.67 3.19 -0.04 -0.8124
C -1.43 2.64 0.27 -0.0711
N -1.09 1.40 -0.11 0.2516
C 2.85 -2.36 -1.63 0.4629
C 2.65 -3.63 -2.19 -0.3655
C 3.73 -4.34 -2.66 -0.8093
C 5.02 -3.80 -2.59 -0.4280
C 5.24 -2.55 -2.04 -0.9397
C 4.15 -1.84 -1.57 0.4005
H 5.25 -0.18 -0.95 0.2991
H 3.56 1.07 -0.03 0.5162
H -1.98 -1.26 -2.05 0.5207
H -3.92 0.53 -1.74 0.4928
H -4.55 2.84 -1.02 0.4910
H -2.89 4.20 0.27 0.4834
H -0.70 3.20 0.84 0.5551
H 1.65 -4.03 -2.25 0.5149
H 3.58 -5.32 -3.09 0.4586
H 5.86 -4.37 -2.97 0.4421
H 6.24 -2.14 -1.99 0.4184
Br 1.48 0.42 6.01 -0.1423
C -0.22 0.83 5.34 -0.2875
C -1.23 1.26 6.19 -0.3702
C -2.49 1.56 5.70 -0.6664
C -2.77 1.43 4.34 -0.7676
C -1.78 1.00 3.47 0.0592
C -0.53 0.72 3.99 0.6462
I 1.07 0.02 2.75 0.4320
H -1.02 1.36 7.25 0.4326
H -3.26 1.89 6.38 0.4239
H -3.76 1.64 3.97 0.4222
H -2.00 0.86 2.42 0.3949
```

energy relative to the best compared isomer or geometry (same formula, charge and spin)	106.93	kJ/mol
charge	+3
frontier orbital gap	6.4	eV
LUMO	-10.88	eV
strongest force on any atom	0.18	eV/Å
HOMO level	-0.6333	Ha
energy	-113149.6493	eV

***

C3H5OS | ωB97M-V with the def2-TZVPD basis set

The geometry in XYZ format:
```
10
Properties=species:S:1:pos:R:3:mulliken_charge:R:1
C -0.18 -0.33 1.15 -0.9311
C 0.58 0.08 -0.05 -0.3122
C -0.25 0.29 -1.38 0.2813
O 0.45 0.71 -2.34 -0.6758
S -1.84 -0.13 -1.34 -0.5909
H -0.41 0.73 1.40 0.2108
H -1.05 -0.81 0.78 0.2710
H 0.26 -0.82 1.99 0.3122
H 1.23 -0.70 -0.42 0.2111
H 1.23 0.99 0.21 0.2236
```

energy relative to the best compared isomer or geometry (same formula, charge and spin)	13.65	kJ/mol
charge	-1
frontier orbital gap	7.2	eV
LUMO	4.00	eV
strongest force on any atom	3.06	eV/Å
HOMO level	-0.1180	Ha
energy	-16075.5922	eV
structure (SMILES)	CCC([O-])=S

***

C5H11NO | ωB97M-V with the def2-TZVPD basis set

The geometry in XYZ format:
```
18
Properties=species:S:1:pos:R:3:mulliken_charge:R:1
C 1.04 -2.55 -0.26 -0.6551
C 0.57 -1.33 -0.52 -0.1659
C -0.78 -0.85 -0.05 -0.7060
N -0.69 -0.24 1.25 -0.2946
C -1.56 0.83 1.56 -0.1563
C -2.82 0.95 1.17 -0.7626
H 2.02 -2.84 -0.61 0.2615
H 0.54 -3.23 0.41 0.2429
H 1.20 -0.53 -0.90 0.3168
H -1.22 -0.19 -0.79 0.4354
H -1.42 -1.74 -0.04 0.3309
H -0.70 -0.91 2.01 0.2581
H -1.14 1.52 2.29 0.3568
H -3.25 0.21 0.57 0.2736
H -3.46 1.77 1.45 0.2644
O 4.10 2.78 -2.32 -0.6354
H 3.87 3.66 -2.03 0.3170
H 3.71 2.71 -3.19 0.3186
```

energy relative to the best compared isomer or geometry (same formula, charge and spin)	270.26	kJ/mol
frontier orbital gap	9.5	eV
LUMO	0.94	eV
strongest force on any atom	1.63	eV/Å
HOMO level	-0.3139	Ha
energy	-8898.8963	eV
structure (SMILES)	C=CCNC=C.O